(1)
Computed, not measured: C17H38ClIN2O6P3S as an isolated structure, with ωB97M-V/def2-TZVPD.

F_max   9.09 eV/A
Lowest unoccupied orbital energy   -2.3 eV
HOMO energy   -9.98 eV
2S+1   1
Net charge   +1
E   -92822.822 eV

Each line ends with the Löwdin charge.
Cartesian coordinates (Å):
1 I 0.057 -4.263 -2.698  1.04
2 H 5.039 2.756 -0.039  0.14
3 H -5.206 -0.400 -1.699  0.08
4 O -1.603 -5.548 -0.756  -0.20
5 Cl -6.043 -0.906 -3.964  0.44
6 C 4.056 2.732 0.442  -0.04
7 P -1.558 -2.613 1.787  0.38
8 C 0.369 -0.937 -1.234  -0.35
9 H 2.182 2.135 2.433  0.08
10 C 5.030 4.005 2.342  0.02
11 H -0.175 1.943 -0.793  0.08
12 O -3.097 -1.979 2.410  -0.27
13 H -6.919 -1.212 -1.586  0.10
14 H 4.937 4.893 2.974  0.11
15 H 0.559 0.167 -0.857  0.02
16 N -3.706 -4.611 0.975  0.04
17 H -3.200 -0.701 -2.778  0.04
18 H 1.193 3.296 3.312  0.10
19 C -5.869 -1.286 -2.147  -0.58
20 H 1.050 -1.680 -0.595  0.04
21 O -3.432 -5.379 -2.400  0.04
22 H 3.001 3.156 -1.425  0.10
23 H -4.212 -1.595 -0.173  0.11
24 H 0.643 -1.090 -2.373  0.04
25 H 6.005 3.987 1.846  0.11
26 C 2.967 2.441 -0.607  -0.18
27 H -6.139 -3.534 -1.781  0.13
28 H 3.170 1.457 -1.047  0.14
29 C -2.854 -4.917 -1.296  -0.26
30 P 0.970 -4.674 0.334  0.71
31 H -2.929 -5.128 1.433  0.07
32 H 4.060 1.925 1.183  0.13
33 H 1.798 4.382 1.200  0.10
34 H -5.304 -3.010 0.409  0.14
35 H 0.217 3.669 -0.658  0.09
36 H -1.948 -4.191 3.315  0.08
37 H -2.433 -2.502 -3.031  0.01
38 H -1.454 -0.933 -3.447  0.06
39 C 3.359 5.614 -0.760  -0.06
40 H -3.417 -2.576 3.150  0.08
41 H 1.186 -3.514 1.209  0.00
42 H 4.239 6.166 1.114  0.13
43 C -5.216 -2.781 -1.849  -0.24
44 H 0.940 2.690 -1.967  0.10
45 H 0.904 -5.814 1.259  0.04
46 O 1.676 2.380 -0.015  -0.22
47 H 3.464 6.668 -1.043  0.10
48 N 3.931 4.060 1.252  -0.23
49 C -4.465 -2.740 -0.398  -0.15
50 P -1.447 -1.442 -0.963  0.82
51 C -1.661 -3.115 -0.072  -0.56
52 O -1.078 -3.963 2.838  -0.31
53 C 0.619 2.687 -0.918  -0.08
54 C 2.565 4.244 1.958  -0.15
55 C -0.686 -4.371 -0.595  -0.79
56 H -4.531 -3.029 -2.765  0.09
57 O 2.234 -4.778 -0.612  -0.58
58 H 5.303 5.208 0.065  0.13
59 C -2.243 -1.397 -2.695  -0.32
60 C 4.270 5.321 0.418  -0.15
61 S -0.254 -1.203 2.166  0.26
62 H -4.282 -5.362 0.488  0.13
63 H 3.662 5.046 -1.644  0.08
64 C -3.201 -3.758 -0.207  -0.35
65 H 2.631 5.185 2.520  0.14
66 H 4.904 3.093 2.932  0.10
67 H 2.300 5.442 -0.557  0.08
68 H 2.874 3.067 3.770  0.08
69 C 2.197 3.116 2.913  -0.05

---

(2)
Computed, not measured: C46H53I3InN2O4P2 as an isolated structure, with ωB97M-V/def2-TZVPD.

F_max   3.15 eV/A
Lowest unoccupied orbital energy (alpha / beta)   -3.9 / -3.9 eV
HOMO energy (alpha / beta)   -9.91 / -9.91 eV
2S+1   1
ΔE to the lowest compared entry with this formula, charge and spin   97.2 kcal per mole
Net charge   +1
E   -107782.551 eV

Each line ends with the Löwdin charge.
Cartesian coordinates (Å):
1 H -5.782 -3.111 -2.591  0.10
2 C 0.014 2.737 -1.759  -0.21
3 C 4.360 -3.500 0.873  -0.04
4 H -0.217 2.100 -6.291  0.10
5 H -2.005 5.331 6.739  0.12
6 C -2.483 5.705 4.706  -0.06
7 H 5.488 2.192 -1.084  0.08
8 C -2.428 5.189 3.411  -0.16
9 H -2.906 6.681 4.869  0.12
10 C 1.796 1.854 -2.732  -0.02
11 H 1.067 -3.120 0.465  -0.02
12 I -1.900 3.535 1.034  1.14
13 H -4.133 -3.698 -2.350  0.08
14 C -1.423 3.685 5.500  -0.15
15 O -2.923 -1.413 -2.678  -0.22
16 H 0.227 0.247 5.089  0.10
17 H -3.087 -0.177 -6.951  0.08
18 H -3.160 -2.437 4.954  0.11
19 N 2.033 -0.827 -0.213  -0.02
20 C 2.344 0.181 3.401  -0.08
21 C 5.544 -2.801 0.998  -0.07
22 H 0.054 1.213 7.303  0.12
23 C -2.293 -2.304 4.327  -0.06
24 C 3.217 2.699 2.593  -0.07
25 H 3.067 -0.162 -1.862  0.13
26 H -3.368 1.500 -6.448  0.09
27 H -1.231 -1.487 -5.829  0.09
28 H -1.551 -4.212 -0.736  0.00
29 H 6.454 -0.869 0.932  0.12
30 O -0.624 -0.644 -2.849  -0.55
31 C 3.188 -2.868 0.487  -0.18
32 C -1.602 0.622 -5.577  -0.59
33 C -0.822 1.920 -5.406  -0.01
34 H -1.895 -4.398 4.157  0.11
35 H -2.092 1.129 -7.603  0.09
36 I -0.385 -1.827 -1.009  1.77
37 H 6.450 -3.318 1.267  0.11
38 C -0.745 1.841 4.058  -0.26
39 I -3.761 -0.297 0.941  0.45
40 H -5.101 -2.597 -4.949  0.10
41 O -2.367 0.950 -1.954  -0.35
42 N 0.274 1.604 -1.083  -0.05
43 C -1.349 3.125 4.175  -0.17
44 H 6.360 0.664 -0.974  0.07
45 O -2.401 0.393 -4.393  -0.13
46 H -2.481 -2.952 0.259  -0.06
47 C 1.928 -4.333 -1.084  -0.10
48 C -0.084 -1.959 2.676  -0.13
49 C -1.583 -3.405 3.874  -0.06
50 H 4.309 -0.076 4.185  0.11
51 H 0.774 -1.811 2.032  0.07
52 H 4.916 0.785 -1.970  0.06
53 H 5.044 1.123 1.063  0.10
54 In -1.401 0.713 -0.002  -0.05
55 H 2.022 -3.552 -1.835  0.06
56 C -0.339 1.759 6.462  -0.03
57 H 3.561 1.203 0.124  0.09
58 H 0.065 -4.090 2.696  0.10
59 H -2.459 -0.175 4.317  0.11
60 C 4.069 1.853 3.284  -0.09
61 H 1.257 2.950 1.775  0.09
62 H 4.339 -4.562 1.066  0.12
63 C -0.485 -3.232 3.048  -0.07
64 C -0.668 -0.555 -5.829  -0.02
65 C -0.252 1.210 5.186  -0.09
66 H 0.994 -4.865 -1.245  0.06
67 C -5.146 -0.479 -3.097  -0.02
68 H 2.021 -0.802 3.715  0.10
69 C -0.916 2.985 6.612  -0.01
70 H -0.178 1.860 -4.531  0.05
71 P -2.056 -0.119 -2.961  0.24
72 C -4.781 -2.829 -2.280  -0.02
73 H -4.817 -2.499 -1.246  0.05
74 H -4.685 0.351 -3.625  0.08
75 H -0.819 3.378 -1.514  0.04
76 H 2.642 1.671 -3.369  0.12
77 C 2.171 -0.050 -1.245  -0.17
78 C 1.372 1.026 -1.679  -0.34
79 C 1.928 2.291 2.314  -0.10
80 C -1.885 3.954 3.160  -0.50
81 H 2.755 -5.029 -1.208  0.08
82 H -2.812 5.777 2.593  0.08
83 C -2.609 0.772 -6.718  -0.02
84 C 5.545 -1.437 0.782  -0.04
85 H -3.408 -3.015 -4.675  0.10
86 C -4.141 -2.213 -4.618  -0.01
87 C -1.986 4.956 5.729  -0.02
88 H 3.555 3.675 2.280  0.11
89 H 5.069 2.178 3.526  0.11
90 C 3.640 0.592 3.665  -0.06
91 C 0.934 2.939 -2.775  -0.09
92 H 0.958 3.778 -3.443  0.11
93 C 4.537 0.723 0.182  -0.21
94 H -3.846 -1.407 -5.280  0.06
95 C 5.373 1.112 -1.040  -0.07
96 H -0.987 3.448 7.583  0.12
97 H -0.185 -0.435 -6.796  0.10
98 C -0.771 -0.850 3.162  -0.42
99 C 4.401 -0.768 0.368  -0.16
100 C -4.257 -1.711 -3.181  -0.59
101 C 1.476 1.042 2.740  -0.35
102 C 1.970 -3.725 0.314  -0.26
103 H -6.111 -0.693 -3.548  0.10
104 H 0.091 -0.605 -5.053  0.07
105 P -0.327 0.807 2.562  1.01
106 H -1.508 2.754 -5.278  0.10
107 H -5.302 -0.191 -2.061  0.07
108 H 1.976 -4.527 1.053  0.12
109 C -1.894 -1.030 3.971  -0.14
110 C 3.200 -1.494 0.196  -0.19
111 C -1.614 -3.219 -0.323  -0.34

---

Question: The lowest F_max belongs to which entry?
Answer: C46H53I3InN2O4P2

---

Question: Among the records above, which one has the highest F_max?
Answer: C17H38ClIN2O6P3S